1.
The following is a DFT calculation (the ωB97M-V functional and the def2-TZVPD basis) of C47H119ClN7O21Pt as an isolated structure at a distorted geometry.

```
196
Properties=species:S:1:pos:R:3:forces:R:3
Pt 0.2193 -1.0051 0.4201 -0.099 -1.564 -0.392
C 5.0414 -8.0690 -0.8776 1.514 -1.165 -1.061
O 3.8999 -7.9658 -0.1169 -1.365 0.276 0.554
C 3.3915 -6.6757 -0.1990 -1.433 0.563 0.554
C 1.9724 -6.6527 0.4860 1.066 -0.618 -1.045
N 1.0898 -7.6651 -0.2257 0.145 0.702 0.694
H 0.9401 -7.4143 -1.1990 -0.056 0.100 -0.324
H 1.5959 -8.5407 -0.2372 0.244 -0.489 0.092
C -0.2657 -7.8011 0.3888 -0.452 -0.771 -0.129
C -1.2154 -6.8224 -0.2448 0.446 0.380 -0.311
O -1.3271 -7.1767 -1.6319 0.660 -0.784 1.866
C -1.9952 -6.1774 -2.2958 -0.751 2.003 -1.131
H 5.8607 -7.4025 -0.5947 -0.154 0.179 0.388
H 4.8336 -7.8805 -1.9395 -0.073 -0.096 -0.002
H 5.3918 -9.0964 -0.7594 0.093 0.164 -0.177
H 3.3547 -6.3429 -1.2802 -0.141 -0.169 0.907
H 4.0159 -6.0001 0.3876 0.048 0.350 -0.266
H 1.4950 -5.6739 0.4317 0.119 0.014 0.070
H 2.0539 -7.0203 1.5151 0.024 0.253 -0.215
H -0.2120 -7.7053 1.4723 0.214 0.180 -0.086
H -0.6176 -8.8131 0.1693 0.055 0.090 0.008
H -0.8386 -5.7774 -0.1669 -0.088 -0.380 -0.037
H -2.1562 -6.8430 0.3151 -0.170 -0.175 -0.376
H -2.0855 -6.3996 -3.3644 0.009 -0.240 0.330
H -1.4520 -5.2196 -2.1926 -0.020 -0.089 -0.110
H -2.9893 -5.9582 -1.8816 0.020 -0.371 -0.082
C 2.6490 2.5382 2.1029 0.228 0.026 -0.947
O 2.3762 3.4634 3.1261 -0.427 0.000 1.101
C 1.7175 2.8374 4.2272 0.277 -0.175 -0.355
C 1.7700 3.8118 5.3762 -0.027 0.289 -0.080
N 1.0945 5.0971 4.9651 -0.163 -0.742 1.103
H 1.4742 5.3849 4.0902 0.672 0.449 -1.284
H 0.1045 4.8955 4.8011 0.090 0.221 0.219
C 1.3108 6.2405 5.9156 -0.238 -0.319 0.176
C 1.0506 7.5454 5.1759 0.773 -0.593 -0.485
O 1.7539 7.3679 3.9356 -0.112 -0.824 0.962
C 1.6150 8.4159 3.0358 -0.769 0.948 -1.335
H 3.1543 1.6343 2.4556 0.009 0.143 0.138
H 3.2762 3.0761 1.3909 0.137 -0.164 0.009
H 1.7416 2.2307 1.5893 -0.265 -0.174 -0.002
H 2.2563 1.9381 4.5367 0.021 -0.083 -0.035
H 0.7213 2.4917 3.9110 -0.033 0.135 0.282
H 2.8251 4.0334 5.5872 -0.379 0.130 -0.020
H 1.2794 3.4760 6.2891 0.057 -0.196 -0.097
H 2.3491 6.1412 6.2490 -0.219 0.240 -0.118
H 0.6461 6.0743 6.7623 0.086 0.222 0.072
H 1.5517 8.3449 5.7159 -0.451 0.280 0.244
H -0.0292 7.7223 5.0274 0.383 0.129 0.010
H 1.2575 9.3267 3.5283 0.329 -0.006 -0.112
H 0.8608 8.1533 2.2741 -0.026 0.104 0.179
H 2.5325 8.6066 2.4682 0.047 -0.058 0.544
C -2.4230 1.7472 -2.7806 0.878 -0.993 0.611
O -2.9377 2.3829 -3.9083 0.008 1.575 -0.545
C -2.0045 3.3218 -4.4535 -0.363 -0.823 -0.949
C -2.2858 4.7301 -4.0112 -0.459 0.468 0.732
N -3.7475 5.0933 -4.2162 1.472 1.099 -0.379
H -3.9162 5.1032 -5.2229 -0.341 -0.694 -0.028
H -4.3033 4.4014 -3.7322 -0.471 -0.416 -0.201
C -4.1184 6.4913 -3.7913 -0.787 -0.345 0.263
C -5.5675 6.7821 -4.1510 -0.006 1.456 0.304
O -5.7968 7.9477 -3.3348 0.433 -0.916 -1.186
C -7.0927 8.4800 -3.5550 -0.708 -0.086 0.696
H -1.5535 1.1355 -3.1060 -0.480 -0.002 0.462
H -3.1951 1.1151 -2.3374 0.160 -0.022 -0.194
H -2.0448 2.4290 -2.0004 -0.188 0.110 -0.179
H -2.0690 3.2374 -5.5434 -0.119 0.036 0.046
H -0.9775 3.0549 -4.1968 0.032 0.061 0.128
H -1.6852 5.5010 -4.5054 -0.062 -0.318 -0.033
H -2.1137 4.7961 -2.9369 -0.059 0.220 0.082
H -3.4716 7.2285 -4.2655 0.157 -0.286 0.014
H -4.0889 6.5951 -2.7135 0.485 -0.234 0.210
H -6.2934 5.9676 -3.9430 0.402 0.249 0.138
H -5.6358 7.0429 -5.2180 -0.206 -0.078 0.113
H -7.3091 8.8321 -4.5674 0.373 -0.247 -0.087
H -7.2252 9.3272 -2.8790 0.097 -0.202 -0.038
H -7.7711 7.6711 -3.2670 -0.503 0.367 -0.183
C -10.0032 -5.9725 3.5698 -1.354 0.224 0.390
O -8.6655 -6.4038 3.4417 0.805 -0.436 0.644
C -8.1447 -7.0409 4.6173 -0.073 1.042 -0.417
C -7.6117 -5.9459 5.5574 -0.199 -0.879 0.835
N -6.7392 -4.9722 4.8462 0.214 -0.589 -0.151
H -7.2396 -4.8488 3.9673 -0.222 0.427 -0.417
H -6.7449 -4.1109 5.3882 0.150 0.156 -0.230
C -5.3384 -5.4258 4.4932 -0.271 0.354 0.257
C -4.6723 -4.3227 3.6121 -0.264 -2.325 -0.585
O -3.7554 -5.0726 2.7799 -1.174 -0.027 2.046
C -3.1084 -4.2669 1.8712 0.630 1.825 -0.819
H -10.6542 -6.7325 4.0355 0.352 -0.139 -0.422
H -10.3810 -5.7561 2.5585 0.202 0.047 0.527
H -10.1476 -5.1033 4.2500 0.418 -0.084 -0.582
H -7.3605 -7.7293 4.3208 0.116 -0.024 -0.213
H -8.9082 -7.6199 5.1346 -0.074 0.031 0.094
H -7.0643 -6.3717 6.4027 -0.011 0.056 -0.110
H -8.4314 -5.3566 5.9576 -0.156 -0.023 0.036
H -5.4666 -6.3974 3.9939 0.263 0.556 -0.141
H -4.7974 -5.5952 5.4366 -0.186 0.105 -0.357
H -4.2138 -3.5979 4.2939 0.310 0.137 -0.494
H -5.4454 -3.8569 2.9586 0.453 0.025 0.370
H -2.6234 -3.4080 2.3549 0.028 -0.029 0.002
H -3.8224 -3.8533 1.1447 0.222 -0.149 -0.183
H -2.3013 -4.7959 1.3696 -0.264 -0.232 -0.016
C 5.9617 -5.6552 -3.7234 0.942 -0.384 -0.541
O 4.7093 -5.0539 -3.8108 -1.422 0.754 -0.476
C 4.5400 -4.0831 -2.8251 -0.627 -0.187 1.272
C 3.3697 -3.1661 -3.1138 0.297 0.148 -0.911
N 2.1553 -3.9179 -3.5802 0.154 1.571 0.953
H 2.3142 -4.1306 -4.5538 -0.234 -0.531 -0.462
H 2.0231 -4.7394 -3.0023 0.254 -0.465 -0.300
C 0.8912 -3.1169 -3.3624 -0.892 -0.265 0.020
C 0.7617 -1.8042 -4.1295 0.357 -0.607 0.282
O 1.1153 -2.0959 -5.4688 0.046 0.640 0.911
C 0.8256 -0.9843 -6.2906 -0.767 0.010 -0.644
H 6.1645 -5.9453 -2.7005 0.114 -0.402 0.310
H 6.7049 -4.9092 -4.0002 0.379 -0.139 -0.173
H 6.0039 -6.5186 -4.4122 -0.044 0.504 0.444
H 5.4032 -3.4206 -2.6764 0.175 -0.255 -0.117
H 4.3375 -4.6018 -1.8651 0.316 0.376 -0.114
H 3.6315 -2.5212 -3.9576 -0.146 0.057 0.089
H 3.0945 -2.5415 -2.2624 0.004 -0.255 0.108
H 0.8049 -2.9992 -2.2668 -0.185 0.095 -0.469
H 0.0908 -3.7623 -3.7669 0.261 0.170 0.474
H 1.3401 -0.9562 -3.7115 -0.034 -0.450 -0.129
H -0.3023 -1.5504 -4.0457 0.040 0.113 0.043
H -0.2635 -0.8998 -6.4818 0.405 -0.318 -0.056
H 1.3603 -1.1937 -7.2063 -0.065 0.406 -0.340
H 1.0900 -0.0037 -5.8682 0.521 -0.338 0.145
C 1.3277 5.3932 -0.8171 -0.344 -1.269 -0.363
O 0.5275 4.6220 0.0923 -0.211 -0.338 -0.757
C -0.4604 5.2985 0.7832 1.032 1.279 1.849
C -1.0342 4.3575 1.8406 0.048 0.013 -1.156
N -1.6619 3.1813 1.1378 1.018 -0.523 0.093
H -2.2196 3.5799 0.3921 -0.148 -0.157 -0.379
H -0.9248 2.4792 0.6566 -0.826 1.104 0.304
C -2.5494 2.3927 2.0415 1.130 0.594 0.724
C -3.0960 1.1846 1.3472 -0.867 -0.035 -0.569
O -4.3480 0.8771 1.9179 -0.225 -0.089 0.611
C -4.2376 0.0742 3.1084 0.789 -0.304 -1.317
H 0.9133 5.2347 -1.8300 0.180 0.486 0.275
H 2.2574 4.8264 -0.7695 0.371 0.659 -0.226
H 1.4376 6.4632 -0.5918 -0.081 -0.397 0.237
H -1.2144 5.8570 0.2080 -0.011 -0.444 -0.288
H 0.1123 6.0546 1.3652 -0.775 0.235 -0.033
H -1.8074 4.8699 2.4308 0.227 -0.240 -0.115
H -0.1935 4.0219 2.4536 -0.284 -0.256 -0.032
H -3.3486 3.0570 2.4039 0.220 -0.333 -0.085
H -1.8514 2.1175 2.8377 -0.406 -0.038 0.315
H -2.3507 0.3625 1.3047 -0.565 0.158 0.015
H -3.3657 1.5045 0.3327 0.284 -0.349 -0.157
H -5.2132 -0.0573 3.5905 0.371 0.353 -0.189
H -3.4452 0.4651 3.7545 -0.419 0.117 0.388
H -3.8562 -0.8645 2.7060 -0.117 -0.571 0.567
C 5.6739 5.8427 -2.3789 1.042 0.055 0.024
O 5.6733 4.5052 -2.8605 -0.713 -0.279 0.383
C 6.9567 4.0543 -3.2454 -0.569 0.195 -0.005
C 6.8007 2.6275 -3.6841 0.400 -0.084 -0.508
N 6.3939 1.7183 -2.5914 -1.549 -0.347 -0.452
H 6.6136 0.7713 -2.8783 0.226 -0.289 0.117
H 6.8606 1.8894 -1.7109 0.313 0.145 0.566
C 4.8825 1.7478 -2.2867 0.910 1.041 0.070
C 4.6881 0.8990 -1.0728 -0.102 -0.069 1.363
O 5.6125 1.3465 -0.0405 -0.831 -0.496 -2.039
C 5.7661 0.4027 1.0026 0.197 -0.275 0.590
H 5.9406 6.5111 -3.2019 0.005 0.170 0.183
H 6.4438 5.8639 -1.6008 -0.108 0.586 0.048
H 4.7211 6.1567 -1.9486 -0.039 -0.501 -0.225
H 7.7002 4.1148 -2.4046 -0.426 0.314 -0.781
H 7.2234 4.6136 -4.1529 0.720 0.045 0.415
H 7.7616 2.2699 -4.0570 -0.080 0.009 -0.120
H 6.0321 2.5150 -4.4549 0.268 0.178 -0.019
H 4.3288 1.4356 -3.1859 0.286 -0.058 0.426
H 4.6825 2.8176 -2.0824 -0.004 -0.695 -0.154
H 4.8286 -0.1750 -1.2875 0.040 0.218 0.126
H 3.6771 1.0465 -0.6827 -0.134 -0.340 -0.211
H 6.2366 -0.5631 0.6791 -0.183 0.852 0.034
H 4.8116 0.1428 1.5031 0.362 0.285 -0.302
H 6.4264 0.9748 1.6532 0.023 -0.688 0.488
C 0.9296 2.2022 -2.0727 0.493 2.030 -1.101
C 0.5920 1.1245 -1.1611 1.542 -0.387 -0.250
O 1.2994 0.0844 -1.3498 -1.643 0.046 1.309
O -0.2558 1.3618 -0.2666 -0.315 -0.885 0.561
H 1.0705 1.7913 -3.0706 -0.043 0.207 -0.154
H 1.8845 2.6832 -1.7723 -0.449 -0.356 -0.079
H 0.1624 2.9802 -2.0348 0.182 -0.023 -0.276
C -0.2078 -0.8599 4.5774 0.113 -0.754 0.913
C -0.1165 -0.7526 3.1049 -0.622 -1.005 -0.569
O 0.4002 0.2533 2.6125 0.407 1.410 -0.395
O -0.5469 -1.7245 2.3804 0.268 0.680 0.221
H 0.1667 -1.8551 4.8458 -0.007 0.230 0.161
H -1.2305 -0.8215 4.9587 -0.004 0.133 -0.160
H 0.4088 -0.0929 5.0468 -0.156 -0.102 0.050
Cl -1.7010 -2.0060 -0.8700 0.451 0.306 0.049
O 3.5844 -3.4298 0.6194 2.108 0.442 1.176
C 2.6176 -2.5004 0.6939 -2.178 0.008 -1.157
O 2.7154 -1.4041 1.2350 1.250 0.255 0.612
O 1.5831 -2.8952 0.0753 -0.895 0.111 -0.284
H 4.3104 -3.0557 1.1699 -0.309 -0.572 -0.429
```
Positions in Å, forces in eV/Å.

Results
Molecular weight in g mol⁻¹: 1349.028
Total charge: +5
Total energy in eV: -119815.211
Expectation value of S²: 2.0037
2S+1: 3
Kohn-Sham gap (alpha / beta) in eV: 6.88 / 7.47
LUMO level (alpha / beta) in eV: -8.59 / -8.59

---

2.
The following is a DFT calculation (the ωB97M-V functional and the def2-TZVPD basis) of a 2-piece molecular cluster, C23H19N7O7 overall at a distorted geometry.

```
56
Properties=species:S:1:pos:R:3:forces:R:3
C -1.1784 2.5628 1.8990 0.357 -0.885 -0.187
O -0.2599 1.7505 1.1454 -0.351 2.519 -0.441
C -0.2450 0.4132 0.9647 1.644 -2.586 0.886
C -1.4528 -0.4060 1.0388 0.032 -0.191 -0.413
C -1.7319 -1.3004 -0.0132 0.053 0.037 0.527
C -2.8127 -2.1694 0.0863 -0.257 -0.034 0.130
C -3.5275 -2.2316 1.2840 -0.168 -0.210 -0.076
C -3.1675 -1.4289 2.3740 -0.273 0.862 0.094
C -2.2369 -0.4048 2.2058 0.036 -0.582 -0.350
C 1.0474 -0.1531 1.0422 -2.130 1.452 0.508
N 1.4515 -1.4245 1.3489 0.293 -0.981 -0.392
C 0.6094 -2.5873 1.5310 0.354 -0.060 0.014
C 2.8366 -1.4401 1.5517 0.112 -0.422 0.327
C 3.2819 -0.1457 1.3558 0.565 0.874 0.511
C 4.5789 0.2691 1.6576 -0.162 -0.592 0.042
C 5.4499 -0.6924 2.1941 -0.163 -0.106 -0.365
C 5.0300 -2.0266 2.3372 -0.125 0.109 -0.072
C 3.7083 -2.4174 2.0224 0.200 0.162 -0.168
N 2.1788 0.6217 1.0400 0.441 0.412 -0.355
C 2.2537 2.0365 0.7638 0.514 0.472 -0.036
H -0.9452 2.4528 2.9708 -0.227 0.136 -0.169
H -0.9674 3.5863 1.5493 -0.320 -0.505 0.322
H -2.2257 2.2690 1.6993 0.411 0.343 0.096
H -1.0314 -1.3422 -0.8556 -0.563 0.059 0.308
H -3.1100 -2.7915 -0.7643 0.165 0.154 0.369
H -4.4125 -2.8738 1.3445 0.512 0.051 0.136
H -3.6314 -1.5294 3.3603 -0.185 -0.029 -0.531
H -2.0368 0.3591 2.9647 -0.051 -0.682 -0.058
H 1.2863 -3.4065 1.7824 -0.313 0.023 0.100
H -0.1129 -2.4246 2.3365 0.064 -0.118 -0.133
H 0.0820 -2.8549 0.6120 0.067 0.046 0.164
H 4.8825 1.2988 1.4899 0.038 -0.231 0.207
H 6.4626 -0.3777 2.4762 -0.445 -0.334 -0.167
H 5.7491 -2.7747 2.6902 -0.416 0.308 -0.073
H 3.3571 -3.4428 2.1354 0.320 0.216 0.111
H 3.3161 2.3084 0.6764 -0.398 -0.149 -0.065
H 1.7669 2.2810 -0.1929 0.130 0.018 0.499
H 1.8196 2.6118 1.5936 0.169 -0.026 -0.516
O -2.8466 0.1534 -6.4719 0.270 0.519 1.078
N -2.8207 0.7236 -5.4006 0.205 0.161 1.624
C -2.1527 0.5837 -4.1935 -0.755 -0.098 -2.223
C -2.6322 1.5801 -3.3258 -1.698 1.544 -0.642
N -3.6174 2.3190 -3.9160 2.273 -1.617 0.833
O -3.7052 1.8161 -5.1817 -0.152 -0.590 -0.322
C -1.9295 1.8550 -2.0891 1.436 -1.049 0.860
N -2.3864 2.9382 -1.2069 -0.190 1.518 1.188
O -3.5980 3.0287 -0.9392 2.259 -0.431 -0.775
O -1.5079 3.7054 -0.7584 -1.627 -1.444 -1.037
C -0.7610 1.1502 -1.7658 -1.583 2.169 -0.186
C -0.3637 0.1447 -2.6464 1.958 -1.819 -1.518
N 0.8490 -0.5512 -2.6570 -0.975 1.181 1.138
O 1.7454 -0.6233 -1.8094 -1.167 -0.069 -1.530
O 0.9373 -1.2395 -3.8498 -0.917 0.361 0.099
N -0.2011 -0.9935 -4.6492 -1.174 1.409 2.083
C -0.9892 -0.1754 -3.8773 2.463 -1.460 -1.439
H -0.0829 1.4103 -0.9603 -0.555 0.186 -0.015
```
Positions in Å, forces in eV/Å.

Results
Molecular weight in g mol⁻¹: 505.447
Total charge: 0
Total energy in eV: -48908.006
Kohn-Sham gap in eV: 4.44
LUMO level in eV: -1.85